DFT (the ωB97M-V functional and the def2-TZVPD basis) results for 11 unconnected molecules or ions with the total composition C54H139N9O20.

```
222
Properties=species:S:1:pos:R:3:forces:R:3:lowdin_charge:R:1
C -3.139 -1.668 1.720 1.1574 -0.7702 -0.5954 -0.10
O -2.865 -1.697 3.099 0.2329 0.3506 -0.5487 -0.17
C -4.005 -1.836 3.870 -1.1294 0.3868 0.2181 -0.26
C -3.648 -1.553 5.297 -0.6793 -0.2013 1.6141 -0.43
C -2.965 -2.744 5.956 0.7873 0.2127 0.0394 -0.06
N -4.903 -1.297 6.068 0.0061 0.1097 -0.4529 0.03
H -2.169 -1.722 1.214 -0.0530 0.1613 0.0636 0.08
H -3.619 -0.761 1.339 -0.3858 -0.0958 0.3885 0.08
H -3.655 -2.595 1.425 -0.3716 0.3479 -0.0302 0.09
H -4.817 -1.131 3.597 0.3937 0.1318 -0.3477 0.13
H -4.476 -2.825 3.757 0.2534 -0.1008 0.0713 0.14
H -3.001 -0.673 5.371 0.1230 -0.0942 -0.3627 0.12
H -1.926 -2.848 5.618 -0.2091 -0.0654 -0.2162 0.06
H -3.511 -3.660 5.740 -0.0452 -0.0473 0.0901 0.08
H -2.888 -2.607 7.036 -0.2245 -0.0038 0.0014 0.08
H -5.563 -0.748 5.519 0.2198 -0.0952 0.0462 0.06
H -4.695 -0.724 6.879 0.0557 -0.1946 0.0281 0.07
C 3.592 6.011 3.593 0.3085 -0.4520 0.2412 -0.10
O 3.878 5.179 2.481 0.0145 1.0705 -0.0025 -0.17
C 2.915 4.186 2.339 -0.0945 -0.7471 1.0376 -0.25
C 3.340 3.170 1.324 -0.4741 -1.3011 -0.6713 -0.41
C 3.160 3.635 -0.109 -0.0572 0.4787 -0.0475 -0.05
N 2.508 1.957 1.569 0.7298 -0.2896 0.1186 0.05
H 3.845 5.471 4.523 0.0487 0.2350 -0.1415 0.09
H 2.537 6.278 3.675 -0.1954 0.0245 -0.2873 0.08
H 4.177 6.923 3.508 0.1072 -0.0666 0.0134 0.09
H 2.820 3.644 3.300 -0.0683 0.0996 -0.0475 0.12
H 1.916 4.584 2.124 -0.0024 0.1320 -0.2254 0.13
H 4.399 2.912 1.470 -0.0409 0.2777 0.1367 0.14
H 3.952 4.358 -0.318 -0.1349 0.0043 -0.2515 0.08
H 2.194 4.132 -0.242 0.0308 0.0198 0.1071 0.08
H 3.185 2.829 -0.844 0.2606 -0.1259 0.1649 0.07
H 2.847 1.532 2.439 -0.4392 0.0916 -0.0622 0.08
H 2.722 1.245 0.859 -0.0632 0.4003 0.0490 0.05
C 4.727 -7.613 0.175 1.5405 0.3922 0.2681 -0.14
O 3.386 -7.828 -0.058 -0.6016 -0.2760 0.0652 -0.19
C 3.166 -8.421 -1.314 -0.3713 0.5976 -1.1266 -0.23
C 1.682 -8.699 -1.450 -0.5128 0.5212 0.9278 -0.18
N 0.905 -7.460 -1.217 0.3659 -0.7779 -1.0526 -0.07
C -0.311 -7.685 -0.457 1.1244 0.8995 0.7706 -0.20
C -1.046 -6.358 -0.238 -0.1868 -1.1979 -0.9228 -0.22
O -0.116 -5.398 0.164 0.0146 -1.0541 0.6916 -0.19
C -0.671 -4.149 0.318 -0.1233 1.9550 -1.1684 -0.13
H 5.286 -8.542 0.360 -0.1468 -0.0528 -0.0905 0.09
H 4.868 -6.980 1.054 -0.2955 -0.0566 0.0496 0.09
H 5.229 -7.091 -0.657 -0.1979 -0.0850 -0.0348 0.09
H 3.779 -9.312 -1.483 -0.0884 -0.1245 0.2515 0.13
H 3.449 -7.696 -2.101 0.1331 -0.0959 0.1158 0.12
H 1.441 -9.423 -0.653 -0.1217 -0.1724 -0.3597 0.12
H 1.406 -9.070 -2.436 0.2915 -0.4226 0.0513 0.12
H 1.534 -6.786 -0.819 -0.3670 0.2676 0.5933 0.06
H -0.031 -8.063 0.547 -0.3972 -0.3489 -0.2283 0.12
H -0.908 -8.397 -1.023 -0.3014 -0.0690 0.2900 0.12
H -1.822 -6.522 0.521 -0.0438 0.2367 -0.0554 0.13
H -1.521 -6.098 -1.202 0.0352 0.3305 0.2517 0.13
H 0.006 -3.542 0.911 -0.1204 0.0417 0.1955 0.06
H -1.697 -4.057 0.692 0.1181 -0.6475 0.4779 0.08
H -0.741 -3.654 -0.671 0.0345 0.0002 0.1295 0.08
C 5.332 -1.450 0.139 0.8311 -0.4244 -0.2421 -0.08
O 4.094 -2.067 -0.115 -0.0737 0.7735 -0.1663 -0.23
C 4.102 -3.419 0.213 0.9228 -1.0150 0.4737 -0.22
C 2.944 -4.116 -0.440 -0.4409 0.9727 -0.4742 -0.17
N 2.953 -3.908 -1.901 -0.1087 0.0066 0.2954 -0.01
C 1.869 -4.686 -2.495 0.2255 0.4515 0.2472 -0.22
C 1.586 -4.228 -3.872 0.2243 0.1352 -0.7012 -0.23
O 0.830 -3.038 -3.858 -0.3870 0.2244 0.0635 -0.21
C 0.313 -2.723 -5.142 0.4962 -0.2538 0.4132 -0.09
H 6.098 -1.875 -0.531 -0.1616 0.1689 -0.0317 0.10
H 5.699 -1.654 1.152 -0.3284 0.2490 0.1026 0.10
H 5.247 -0.387 -0.056 -0.0933 0.1158 0.1246 0.09
H 4.116 -3.527 1.308 -0.4003 -0.0464 0.0133 0.13
H 5.067 -3.853 -0.103 -0.2343 -0.0399 -0.3113 0.13
H 2.013 -3.671 -0.042 0.1599 -0.4132 0.2232 0.11
H 2.962 -5.185 -0.236 0.0125 -0.0334 0.1438 0.11
H 2.709 -2.935 -2.088 0.3129 -0.0472 0.2271 0.08
H 0.943 -4.565 -1.920 -0.0049 -0.5539 0.1043 0.11
H 2.188 -5.716 -2.586 -0.1890 -0.3009 0.3741 0.10
H 1.047 -5.027 -4.396 0.0067 0.1239 -0.2077 0.13
H 2.558 -4.023 -4.348 -0.1826 -0.2350 -0.3577 0.11
H 1.147 -2.735 -5.855 -0.3119 0.1270 -0.1792 0.07
H -0.129 -1.732 -5.075 -0.0312 0.0077 -0.1282 0.07
H -0.442 -3.461 -5.443 0.0359 0.1037 -0.0573 0.10
C 3.630 -0.980 -4.485 -0.4392 -0.8050 0.8290 -0.10
O 4.448 -1.154 -5.584 0.4581 0.0624 -0.8060 -0.17
C 4.003 -2.167 -6.453 -0.4030 -0.3177 0.2682 -0.25
C 4.793 -2.075 -7.703 1.1726 0.1336 -0.4741 -0.23
N 4.602 -0.794 -8.348 -0.2192 0.1814 -0.3373 -0.05
C 5.587 -0.474 -9.363 0.0376 -1.4512 -0.6449 -0.24
C 5.620 0.984 -9.621 0.6584 0.5955 -0.3069 -0.24
O 6.322 1.602 -8.557 -0.2737 -0.3665 0.1108 -0.19
C 6.048 2.962 -8.466 -0.1333 0.5138 0.5626 -0.13
H 2.612 -0.712 -4.780 -0.0097 0.3202 0.0781 0.07
H 4.095 -0.259 -3.823 -0.1484 0.3320 -0.0029 0.10
H 3.544 -1.924 -3.924 0.0038 0.0619 0.0620 0.08
H 2.936 -2.059 -6.710 0.1078 0.1900 0.2429 0.11
H 4.141 -3.165 -6.004 -0.0530 0.1580 0.0854 0.13
H 4.522 -2.906 -8.366 -0.0976 0.1829 -0.0716 0.13
H 5.866 -2.219 -7.457 -0.2157 -0.0678 0.0307 0.13
H 4.569 -0.032 -7.680 0.1819 -0.3348 0.2635 0.11
H 5.341 -0.995 -10.304 -0.2124 0.1581 0.1492 0.12
H 6.598 -0.869 -9.141 -0.1277 0.3815 0.3200 0.12
H 4.590 1.353 -9.723 0.0845 0.1488 0.1544 0.13
H 6.171 1.229 -10.539 -0.2430 -0.1826 -0.1454 0.13
H 6.298 3.512 -9.380 -0.0626 -0.0348 -0.0564 0.09
H 6.641 3.357 -7.642 0.0978 0.0495 -0.0699 0.09
H 4.994 3.124 -8.200 0.0017 0.1213 -0.2351 0.09
C 2.205 1.040 8.049 0.1944 0.5105 -0.5407 -0.11
O 1.487 0.249 7.142 1.0349 -0.6323 0.2678 -0.18
C 0.953 0.998 6.105 -2.1391 0.4776 0.1121 -0.26
C 0.503 0.085 5.012 0.5240 -0.7907 -0.8690 -0.19
N 1.671 -0.440 4.239 -1.0819 0.2178 0.5017 -0.02
C 1.161 -1.366 3.225 0.0539 -0.2371 -0.5469 -0.21
C 1.116 -2.841 3.616 0.6833 -0.0542 0.3239 -0.17
O 2.444 -3.280 4.010 -0.6442 0.8252 -0.3758 -0.20
C 2.603 -4.670 3.981 0.1725 -0.0569 0.5548 -0.13
H 2.854 0.390 8.622 -0.1486 -0.0317 0.3982 0.09
H 1.524 1.652 8.651 0.1075 -0.1648 0.3041 0.09
H 2.848 1.742 7.490 0.0085 -0.0917 0.1679 0.09
H 1.601 1.804 5.747 0.3254 -0.2283 -0.0943 0.12
H 0.034 1.481 6.495 0.1742 0.2503 -0.1608 0.13
H -0.188 0.587 4.335 0.3453 0.3413 -0.0828 0.10
H -0.101 -0.763 5.391 0.2120 0.2897 0.4035 0.12
H 2.251 -0.924 4.922 0.0785 -0.1099 -0.3463 0.10
H 1.692 -1.230 2.272 0.2900 -0.2405 0.2548 0.10
H 0.142 -1.061 2.954 0.0597 -0.1079 0.1610 0.10
H 0.771 -3.443 2.757 0.0546 0.1384 0.3434 0.10
H 0.437 -2.997 4.476 0.1104 -0.0498 -0.3031 0.12
H 2.607 -5.039 2.950 -0.2233 -0.2460 0.0501 0.08
H 1.855 -5.168 4.614 -0.1680 -0.0933 -0.3881 0.09
H 3.562 -4.898 4.451 0.0752 0.0804 -0.2068 0.09
C -2.128 6.912 1.023 -0.3128 -0.2460 -0.7289 -0.10
O -2.100 5.513 0.916 -0.3076 -0.1650 0.2932 -0.21
C -2.029 5.010 -0.399 0.6104 -0.3525 -0.0984 -0.19
C -2.158 3.489 -0.290 -0.2892 0.6089 0.6947 -0.17
N -3.420 3.071 -0.838 -0.0599 -0.6001 -1.1001 -0.07
C -3.671 1.651 -0.733 -0.0623 0.0784 0.3464 -0.18
C -5.097 1.359 -1.106 -0.1347 0.3910 -0.5113 -0.22
O -5.254 -0.025 -1.284 0.0123 -0.3966 0.1990 -0.22
C -6.601 -0.336 -1.513 -0.8144 0.1042 0.2471 -0.10
H -3.016 7.319 0.516 0.0367 0.0351 0.0556 0.08
H -1.247 7.331 0.527 0.1102 0.2779 0.3179 0.09
H -2.201 7.135 2.080 0.2615 0.2346 0.0900 0.09
H -1.059 5.274 -0.852 -0.1515 0.1039 0.0695 0.13
H -2.818 5.399 -1.060 0.0080 0.1278 0.1932 0.11
H -2.115 3.225 0.778 0.3388 0.0750 -0.0609 0.11
H -1.328 2.980 -0.782 -0.2060 -0.0270 -0.1483 0.09
H -4.221 3.630 -0.583 0.1744 0.1445 0.4306 0.12
H -3.471 1.306 0.296 0.0597 -0.2360 -0.2225 0.12
H -3.046 1.085 -1.435 0.1804 0.1298 0.1943 0.11
H -5.335 1.838 -2.071 0.0715 0.1767 0.1577 0.12
H -5.803 1.754 -0.358 0.0606 -0.1701 0.0301 0.14
H -7.165 -0.225 -0.577 -0.0564 -0.0974 -0.0979 0.09
H -6.703 -1.356 -1.875 0.1973 -0.1010 0.0370 0.09
H -7.059 0.335 -2.252 0.1602 -0.0405 -0.0452 0.10
C -2.452 1.777 3.398 -0.4567 -0.8394 -0.2862 -0.12
O -1.724 2.545 4.294 0.3299 0.1345 0.8654 -0.19
C -1.417 3.840 3.845 -0.5487 0.1830 -0.6443 -0.23
C -1.014 4.675 5.017 0.0371 -0.5707 0.8619 -0.22
N -2.109 4.823 5.962 -0.1555 0.8336 0.9474 -0.05
C -1.677 5.623 7.143 0.3077 -1.0712 -1.0505 -0.21
C -2.707 5.555 8.210 0.0241 0.2223 1.3423 -0.24
O -2.725 4.238 8.764 0.5724 0.4906 -1.2284 -0.19
C -3.833 4.016 9.548 -0.6501 -0.0635 1.0181 -0.15
H -3.392 2.260 3.087 0.2566 0.2247 -0.1831 0.10
H -2.758 0.871 3.922 0.1348 -0.0493 0.0089 0.07
H -1.847 1.455 2.539 -0.1348 0.2137 -0.1107 0.08
H -2.328 4.261 3.392 0.2239 0.1320 -0.0971 0.12
H -0.622 3.825 3.091 0.0030 -0.0692 -0.0742 0.12
H -0.709 5.668 4.687 0.1836 -0.0304 -0.0382 0.12
H -0.194 4.154 5.547 0.3182 0.3449 -0.4062 0.12
H -2.343 3.916 6.365 0.0200 0.0027 -0.4376 0.10
H -1.480 6.663 6.874 -0.0686 -0.0394 -0.1570 0.12
H -0.740 5.179 7.537 -0.1423 0.3752 0.0689 0.12
H -3.710 5.840 7.870 0.1170 -0.1081 -0.1868 0.12
H -2.414 6.257 9.016 -0.2158 -0.0950 -0.1621 0.13
H -3.823 2.965 9.825 -0.1570 -0.0910 0.0178 0.09
H -4.777 4.268 9.048 0.0509 -0.1229 -0.1340 0.09
H -3.797 4.609 10.476 -0.0075 -0.0302 -0.0556 0.09
C 0.535 1.310 -4.430 -1.0016 -0.0613 -0.4859 -0.08
O -0.834 1.530 -4.783 0.3581 0.0020 0.4318 -0.20
C -1.453 2.579 -4.051 -0.0862 -0.4341 -0.3708 -0.21
C -2.923 2.596 -4.436 0.3913 -0.5713 -0.1747 -0.21
N -3.547 3.715 -3.815 -0.0270 1.0376 0.1238 -0.07
C -4.912 3.946 -4.192 -0.8067 -0.5284 0.5479 -0.22
C -5.618 4.866 -3.209 0.0041 0.1067 0.8187 -0.22
O -4.755 5.920 -2.799 0.0270 -0.2411 -0.5760 -0.20
C -5.429 6.945 -2.135 0.2506 0.2847 0.6663 -0.13
H 0.770 0.355 -4.896 0.2510 0.0352 0.1254 0.06
H 0.636 1.230 -3.343 0.1784 0.1789 -0.1346 0.06
H 1.186 2.083 -4.857 -0.0173 0.0269 0.2443 0.10
H -0.970 3.531 -4.298 -0.1010 0.0658 0.1994 0.13
H -1.406 2.388 -2.964 0.3218 0.0860 -0.1205 0.10
H -3.369 1.624 -4.154 0.0019 0.0510 -0.0522 0.11
H -2.999 2.659 -5.525 -0.0202 0.1273 -0.0130 0.13
H -3.432 3.705 -2.798 -0.1640 -0.1948 -0.3509 0.08
H -5.500 3.000 -4.131 0.0336 0.1801 -0.3162 0.11
H -5.038 4.322 -5.211 0.3901 0.0286 -0.0174 0.12
H -5.910 4.305 -2.293 0.1617 0.0311 -0.2575 0.11
H -6.569 5.251 -3.606 0.2679 0.0434 -0.2228 0.12
H -4.688 7.608 -1.680 0.0825 -0.0934 -0.1830 0.08
H -6.013 6.543 -1.291 -0.2962 0.1429 -0.2848 0.09
H -6.023 7.558 -2.821 -0.3042 -0.1873 0.0989 0.09
O 0.082 0.497 0.850 0.0985 0.2341 0.5275 -0.10
C 0.001 0.441 -0.557 0.0230 0.1719 0.3182 -0.24
C 1.095 -0.436 -1.153 0.2288 -0.4379 -0.0644 -0.22
O 2.324 -0.100 -0.545 0.8482 0.0049 0.0648 -0.10
H 0.863 1.011 1.194 -0.7233 -0.2342 -0.7827 0.05
H -0.978 0.003 -0.772 0.0619 -0.0720 -0.1596 0.10
H -0.014 1.452 -0.999 0.3450 -0.1572 0.0250 0.09
H 1.185 -0.303 -2.241 -0.2547 -0.0920 0.1554 0.09
H 0.853 -1.495 -0.976 -0.0172 0.1048 0.0659 0.11
H 2.963 -0.855 -0.471 -0.9794 0.3497 -0.1620 0.06
O -4.124 -0.827 -3.722 -0.7791 0.0753 0.2863 -0.07
C -2.770 -1.187 -3.644 -0.1049 -0.2481 0.1385 -0.26
C -2.596 -2.490 -2.907 0.2863 -0.1291 0.4395 -0.21
O -2.824 -2.288 -1.499 0.1862 0.1290 -0.1121 -0.08
H -4.486 -0.758 -2.810 0.4512 0.1749 -0.4901 0.05
H -2.406 -1.323 -4.664 0.0257 0.2396 -0.0159 0.12
H -2.204 -0.391 -3.144 0.2797 -0.1082 -0.1233 0.11
H -1.568 -2.856 -3.034 -0.1285 0.0098 0.0785 0.10
H -3.293 -3.232 -3.307 0.0390 0.0236 -0.0334 0.13
H -3.593 -2.770 -1.191 -0.0996 -0.0565 -0.1873 0.08
```
Forces are in eV/Å.

Computed properties:
Frontier orbital gap: 8.46 eV
SMILES: COC[C@H](C)N.COC[C@H](C)N.COCCNCCOC.COCCNCCOC.COCCNCCOC.COCCNCCOC.COCCNCCOC.COCCNCCOC.COCCNCCOC.OCCO.OCCO
E: -4138.065875 Ha
Energy above the lowest of the compared OMol25 structures with the same formula, charge and spin: 0.0 kJ/mol